[1]
DFT (ωB97M-V/def2-TZVPD) results for a molecular structure, C49H40N9O3PtTe.

Results
Kohn-Sham gap (spin up / spin down) (eV): 7.39 / 6.49
ΔE to the lowest compared entry with this formula, charge and spin (kcal/mol): 9.0
Multiplicity: 3
HOMO energy (spin up / spin down) (eV): -9.80 / -10.24
Total charge: +1

Cartesian coordinates (Å):
Pt (0.28, 0.93, -0.87)
C (3.15, -3.71, 0.10)
N (2.66, -2.48, -0.52)
C (1.54, -1.81, -0.26)
N (1.43, -0.82, -1.14)
C (2.55, -0.94, -1.91)
N (3.30, -1.94, -1.57)
C (2.97, -4.89, -0.82)
C (4.02, -5.74, -1.12)
C (3.82, -6.81, -1.98)
C (2.59, -7.03, -2.57)
C (1.53, -6.17, -2.27)
C (1.73, -5.11, -1.39)
C (0.24, -6.33, -2.92)
N (-0.15, -7.18, -3.80)
N (-1.46, -6.86, -4.11)
C (-1.76, -5.83, -3.39)
O (-0.74, -5.44, -2.60)
C (-3.00, -5.07, -3.32)
C (-4.04, -5.29, -4.22)
C (-5.19, -4.54, -4.13)
C (-5.32, -3.56, -3.15)
C (-4.30, -3.34, -2.25)
C (-4.42, -2.32, -1.15)
N (-3.47, -1.22, -1.30)
C (-2.18, -1.17, -0.99)
N (-1.70, 0.02, -1.30)
C (-2.77, 0.68, -1.81)
N (-3.86, -0.05, -1.83)
C (-3.14, -4.10, -2.34)
H (2.59, -3.83, 1.03)
H (4.20, -3.56, 0.35)
H (0.87, -2.03, 0.56)
H (2.78, -0.26, -2.72)
H (5.00, -5.57, -0.69)
H (4.65, -7.47, -2.21)
H (2.43, -7.84, -3.26)
H (0.90, -4.44, -1.17)
H (-3.93, -6.05, -4.98)
H (-6.00, -4.70, -4.83)
H (-6.23, -2.97, -3.09)
H (-4.23, -2.78, -0.17)
H (-5.41, -1.87, -1.12)
H (-1.63, -1.98, -0.54)
H (-2.74, 1.69, -2.17)
H (-2.33, -3.96, -1.63)
C (-1.18, 4.01, 5.36)
C (-0.66, 3.18, 4.22)
C (-0.04, 1.95, 4.43)
C (0.38, 1.18, 3.37)
C (0.98, -0.16, 3.65)
O (1.88, -0.27, 4.46)
C (0.36, -1.38, 3.04)
C (-0.91, -1.36, 2.48)
C (-1.50, -2.54, 2.04)
C (-0.80, -3.74, 2.12)
C (0.48, -3.76, 2.65)
C (1.05, -2.59, 3.12)
C (0.28, 1.63, 2.04)
O (0.86, 0.87, 1.15)
C (-0.32, 2.89, 1.80)
C (-0.79, 3.61, 2.91)
C (-0.45, 3.52, 0.48)
N (-0.31, 2.89, -0.64)
C (-0.38, 3.61, -1.93)
C (0.88, 4.41, -2.27)
Te (2.71, 3.28, -2.20)
C (3.29, 4.04, -0.31)
C (3.13, 3.28, 0.84)
C (3.47, 3.82, 2.08)
C (3.99, 5.11, 2.16)
C (4.17, 5.85, 1.00)
C (3.82, 5.32, -0.23)
C (-0.73, 4.98, 0.46)
C (-1.98, 5.46, 0.06)
C (-2.22, 6.83, 0.07)
C (-1.23, 7.71, 0.46)
C (0.01, 7.23, 0.86)
C (0.26, 5.87, 0.87)
H (-0.99, 3.52, 6.31)
H (-2.25, 4.18, 5.27)
H (-0.69, 4.99, 5.39)
H (0.09, 1.57, 5.44)
H (-1.46, -0.43, 2.43)
H (-2.51, -2.53, 1.67)
H (-1.26, -4.66, 1.78)
H (1.02, -4.70, 2.74)
H (2.04, -2.59, 3.58)
H (-1.27, 4.56, 2.74)
H (-1.26, 4.26, -1.96)
H (-0.51, 2.85, -2.69)
H (1.03, 5.24, -1.58)
H (0.78, 4.81, -3.27)
H (2.73, 2.28, 0.79)
H (3.34, 3.23, 2.98)
H (4.26, 5.52, 3.12)
H (4.59, 6.85, 1.06)
H (3.98, 5.90, -1.13)
H (-2.76, 4.77, -0.23)
H (-3.19, 7.20, -0.23)
H (-1.42, 8.78, 0.46)
H (0.79, 7.92, 1.17)
H (1.22, 5.49, 1.20)

Here are the Löwdin charges for atoms 1 to 99, given in e: 1.175 -0.055 -0.097 -0.108 -0.093 -0.186 0.153 -0.195 -0.018 -0.044 -0.001 -0.129 0.029 -0.286 0.132 0.133 -0.291 0.114 -0.127 0.001 -0.044 -0.018 -0.195 -0.057 -0.096 -0.126 -0.053 -0.183 0.140 0.024 0.111 0.137 0.112 0.099 0.119 0.113 0.122 0.117 0.123 0.114 0.119 0.128 0.132 0.114 0.110 0.111 -0.041 -0.246 0.051 -0.095 -0.294 0.129 -0.147 -0.022 -0.095 -0.074 -0.087 -0.024 -0.321 -0.222 -0.062 0.034 -0.172 -0.105 -0.322 -0.461 1.308 -0.563 -0.148 -0.070 -0.077 -0.083 -0.151 -0.219 -0.038 -0.057 -0.063 -0.049 -0.027 0.078 0.085 0.085 0.136 0.126 0.094 0.110 0.113 0.127 0.126 0.108 0.086 0.044 0.053 0.072 0.112 0.109 0.109 0.096 0.125



[2]
DFT (ωB97M-V/def2-TZVPD) results for 9 unconnected molecules or ions with the total composition C49H41Cl3N8O16.

Results
Kohn-Sham gap (eV): 8.14
ΔE to the lowest compared entry with this formula, charge and spin (kcal/mol): 3.0
SMILES: O=[N+]([O-])c1ccccc1.O=[N+]([O-])c1ccccc1.O=[N+]([O-])c1ccccc1.O=[N+]([O-])c1ccccc1.O=[N+]([O-])c1ccccc1.O=[N+]([O-])c1ccccc1.O=[N+]([O-])c1ccccc1.O=[N+]([O-])c1ccccc1.ClC(Cl)Cl
HOMO energy (eV): -9.62
Total charge: 0

Cartesian coordinates (Å):
C (3.43, -15.34, 18.17)
C (2.21, -14.95, 17.65)
C (1.21, -15.86, 17.50)
C (1.50, -17.18, 17.82)
C (2.69, -17.65, 18.25)
C (3.63, -16.66, 18.47)
N (0.47, -18.19, 17.58)
O (0.74, -19.35, 17.83)
O (-0.59, -17.79, 17.07)
H (4.29, -14.66, 18.26)
H (1.98, -13.90, 17.42)
H (0.24, -15.53, 17.05)
H (2.86, -18.69, 18.35)
H (4.62, -16.93, 18.85)
C (0.76, -22.16, 19.58)
C (2.05, -21.73, 19.22)
C (3.03, -22.72, 19.17)
C (2.67, -24.07, 19.49)
C (1.39, -24.51, 19.81)
C (0.47, -23.48, 19.87)
N (3.77, -25.02, 19.51)
O (3.52, -26.18, 19.25)
O (4.87, -24.59, 19.82)
H (-0.07, -21.43, 19.56)
H (2.28, -20.69, 19.00)
H (4.01, -22.43, 19.00)
H (1.21, -25.57, 19.98)
H (-0.55, -23.70, 20.11)
C (1.12, -18.74, 12.89)
C (1.18, -18.74, 11.51)
C (0.67, -19.79, 10.73)
C (0.18, -20.94, 11.39)
C (0.20, -20.96, 12.80)
C (0.73, -19.91, 13.53)
N (-0.44, -21.94, 10.61)
O (-0.14, -21.99, 9.46)
O (-1.26, -22.65, 11.18)
H (1.38, -17.83, 13.46)
H (1.47, -17.90, 10.94)
H (0.68, -19.72, 9.62)
H (-0.14, -21.83, 13.33)
H (0.88, -20.09, 14.57)
C (-6.15, -24.16, 13.62)
C (-5.71, -24.05, 12.30)
C (-4.86, -24.97, 11.73)
C (-4.53, -26.07, 12.49)
C (-5.02, -26.26, 13.74)
C (-5.87, -25.32, 14.36)
N (-3.66, -27.06, 11.85)
O (-3.56, -27.05, 10.59)
O (-3.05, -27.82, 12.55)
H (-6.63, -23.34, 14.17)
H (-6.07, -23.16, 11.76)
H (-4.50, -25.01, 10.69)
H (-4.66, -27.07, 14.35)
H (-6.16, -25.30, 15.39)
C (1.61, -26.17, 14.06)
C (0.71, -26.62, 15.00)
C (0.29, -27.96, 14.98)
C (0.76, -28.70, 13.91)
C (1.71, -28.27, 12.98)
C (2.15, -26.96, 13.09)
N (0.21, -30.04, 13.68)
O (-0.56, -30.44, 14.50)
O (0.70, -30.68, 12.76)
H (1.90, -25.15, 14.10)
H (0.32, -25.94, 15.69)
H (-0.45, -28.38, 15.65)
H (2.11, -28.90, 12.26)
H (2.85, -26.42, 12.41)
C (-6.72, -20.13, 16.37)
C (-6.52, -21.55, 16.48)
C (-5.47, -21.93, 17.24)
C (-4.74, -21.09, 18.06)
C (-4.99, -19.73, 18.06)
C (-6.00, -19.31, 17.22)
N (-3.64, -21.69, 18.82)
O (-2.84, -20.88, 19.29)
O (-3.60, -22.88, 18.98)
H (-7.46, -19.71, 15.68)
H (-7.05, -22.31, 15.93)
H (-5.26, -22.97, 17.28)
H (-4.31, -19.05, 18.64)
H (-6.18, -18.27, 17.19)
C (-2.25, -20.85, 15.12)
C (-1.40, -21.28, 16.18)
C (-1.36, -22.60, 16.61)
C (-2.17, -23.51, 15.94)
C (-2.90, -23.11, 14.83)
C (-2.96, -21.79, 14.41)
N (-2.18, -24.89, 16.36)
O (-1.54, -25.20, 17.41)
O (-2.86, -25.73, 15.72)
H (-2.26, -19.81, 14.81)
H (-0.78, -20.55, 16.71)
H (-0.78, -22.88, 17.48)
H (-3.54, -23.77, 14.26)
H (-3.51, -21.52, 13.53)
C (-3.46, -26.35, 19.74)
C (-4.16, -26.29, 20.91)
C (-5.23, -27.14, 21.17)
C (-5.45, -28.18, 20.33)
C (-4.78, -28.24, 19.11)
C (-3.78, -27.34, 18.82)
N (-6.50, -29.14, 20.64)
O (-7.38, -28.82, 21.39)
O (-6.44, -30.21, 20.02)
H (-2.71, -25.70, 19.48)
H (-3.91, -25.44, 21.58)
H (-5.95, -27.02, 22.04)
H (-5.23, -28.95, 18.38)
H (-3.28, -27.41, 17.89)
C (-3.46, -18.51, 10.60)
Cl (-2.14, -17.36, 10.67)
Cl (-4.05, -18.77, 12.31)
Cl (-3.05, -20.06, 9.84)
H (-4.21, -18.07, 10.02)

Here are the Löwdin charges for atoms 1 to 99, given in e: -0.064 -0.081 -0.005 -0.160 0.009 -0.063 -0.301 0.042 0.064 0.120 0.122 0.141 0.100 0.119 -0.079 -0.049 0.018 -0.134 0.015 -0.089 -0.369 0.086 0.076 0.106 0.072 0.091 0.134 0.105 -0.059 -0.092 -0.002 -0.162 0.005 -0.069 -0.408 0.091 0.060 0.116 0.091 0.135 0.107 0.093 -0.087 -0.072 -0.001 -0.169 -0.023 -0.047 -0.328 0.048 0.109 0.082 0.113 0.134 0.117 0.103 -0.102 -0.048 0.032 -0.138 0.013 -0.070 -0.357 0.090 0.069 0.096 0.070 0.123 0.097 0.125 -0.032 -0.042 -0.039 -0.150 0.007 -0.090 -0.341 0.061 0.090 0.112 0.086 0.113 0.147 0.099 -0.059 -0.048 0.005 -0.156 0.014 -0.073 -0.258 0.022 0.058 0.101 0.076 0.098 0.100 0.086 -0.072



> Among the records above, which one has the lowest total charge?

C49H41Cl3N8O16



> Which value of total charge does entry 2 give?

0



> Which formula does entry 2 have?

C49H41Cl3N8O16